Entry from OMol25: a molecular structure, C30H18F14NO2PPdS in a non-equilibrium geometry (ωB97M-V with the def2-TZVPD basis set).

The geometry in XYZ format:
```
68
C30H18F14NO2PPdS (ωB97M-V with the def2-TZVPD basis set)
Pd 0.159 0.617 0.425
N -0.662 -0.184 2.633
C -2.126 -0.399 2.501
C -2.441 -1.345 1.334
C -1.517 -1.063 0.170
O -0.401 -1.727 0.125
O -1.836 -0.175 -0.652
H -0.210 -1.066 2.796
H -0.469 0.418 3.411
H -2.587 0.567 2.329
H -2.558 -0.821 3.405
H -3.470 -1.193 1.019
H -2.302 -2.381 1.642
F -2.293 5.193 -3.670
C -1.577 4.640 -2.710
C -0.223 4.852 -2.658
F 0.361 5.621 -3.577
C 0.522 4.262 -1.664
F 1.836 4.474 -1.675
C -0.046 3.466 -0.689
S 0.947 2.755 0.597
C -1.429 3.291 -0.765
F -2.071 2.570 0.124
C -2.187 3.851 -1.763
F -3.499 3.651 -1.820
F 7.120 2.066 -3.776
C 6.879 2.305 -2.470
F 6.813 3.637 -2.304
F 7.945 1.852 -1.778
C 5.621 1.625 -2.022
C 4.502 2.358 -1.695
C 3.341 1.700 -1.298
C 3.305 0.314 -1.232
C 4.450 -0.419 -1.571
C 5.603 0.235 -1.966
P 1.753 -0.539 -0.762
C 2.404 -1.913 0.237
C 3.253 -1.569 1.294
C 3.736 -2.547 2.147
C 3.368 -3.870 1.946
C 2.517 -4.218 0.917
C 2.026 -3.236 0.064
C 3.871 -4.905 2.906
F 3.325 -4.731 4.128
F 3.573 -6.150 2.498
F 5.207 -4.823 3.051
C 1.186 -1.140 -2.377
C 0.136 -0.470 -3.002
C -0.310 -0.891 -4.245
C 0.296 -1.976 -4.861
C 1.356 -2.628 -4.261
C 1.802 -2.209 -3.017
C -0.211 -2.425 -6.199
F 0.157 -1.568 -7.173
F -1.556 -2.485 -6.213
F 0.263 -3.641 -6.530
H 4.528 3.440 -1.735
H 2.466 2.274 -1.029
H 4.447 -1.505 -1.518
H 6.494 -0.330 -2.223
H 3.526 -0.532 1.454
H 4.401 -2.286 2.963
H 2.227 -5.255 0.782
H 1.318 -3.500 -0.716
H -0.351 0.345 -2.502
H -1.142 -0.390 -4.728
H 1.830 -3.463 -4.759
H 2.633 -2.725 -2.552
```

Output
LUMO energy (eV): -1.81
ΔE to the lowest compared entry with this formula, charge and spin (eV): 1.813
Kohn-Sham gap (eV): 6.83
M (u): 859.912
Net charge: 0

Entry from OMol25: a molecular structure, C30H18F3N7O4SV in a non-equilibrium geometry (ωB97M-V with the def2-TZVPD basis set).

The geometry in XYZ format:
```
64
C30H18F3N7O4SV (ωB97M-V with the def2-TZVPD basis set)
V -0.604 0.572 -0.248
S -0.228 -2.316 6.666
N -1.156 -1.126 6.102
C -0.895 -1.016 4.809
C -1.505 -0.064 3.906
C -2.463 0.881 4.282
C -2.962 1.738 3.326
C -2.496 1.640 2.016
N -1.593 0.745 1.649
C -1.099 -0.097 2.573
C -0.101 -1.052 2.106
N 0.219 -0.999 0.797
C 1.136 -1.829 0.313
C 1.771 -2.776 1.110
C 1.450 -2.848 2.448
C 0.495 -1.970 2.968
C 0.078 -1.942 4.354
N 0.534 -2.735 5.310
H -2.792 0.926 5.311
H -3.703 2.484 3.573
H -2.863 2.305 1.244
H 1.373 -1.724 -0.738
H 2.509 -3.431 0.672
H 1.925 -3.564 3.106
C 5.093 -2.583 -6.292
O 3.950 -2.835 -5.485
C 2.749 -2.434 -5.943
C 2.549 -1.736 -7.133
C 1.260 -1.390 -7.506
C 0.174 -1.682 -6.689
C 0.378 -2.410 -5.511
C 1.650 -2.784 -5.147
N -1.091 -1.286 -7.188
N -2.091 -1.175 -6.460
C -2.059 -0.936 -5.070
C -3.095 -1.381 -4.330
C -3.144 -1.229 -2.899
C -2.143 -0.623 -2.221
O -2.085 -0.413 -0.899
C -1.047 -0.059 -2.968
N -0.124 0.515 -2.250
C 0.872 1.363 -2.895
C 0.510 1.836 -4.296
C -0.273 0.812 -5.062
C -1.052 -0.076 -4.427
H 5.934 -3.015 -5.759
H 5.254 -1.510 -6.418
H 4.995 -3.061 -7.268
H 3.377 -1.483 -7.778
H 1.077 -0.876 -8.440
H -0.463 -2.720 -4.905
H 1.829 -3.374 -4.258
H -3.890 -1.901 -4.847
H -3.989 -1.616 -2.344
H 1.823 0.823 -2.950
H 1.421 2.121 -4.824
H -0.292 0.913 -6.139
F 1.944 3.422 -2.300
C 1.063 2.500 -1.877
F -0.146 3.120 -1.684
F -0.301 2.966 -4.270
C 1.503 1.837 -0.538
O 2.498 1.150 -0.550
O 0.622 1.935 0.415
```

Output
LUMO energy (spin up / spin down) (eV): -4.40 / -4.33
2S+1: 3
ΔE to the lowest compared entry with this formula, charge and spin (eV): 0.572
Kohn-Sham gap (spin up / spin down) (eV): 5.84 / 5.92
M (u): 680.524
Net charge: +1

Entry from OMol25: a molecular structure, C30H19Cl5CsN3OP in a non-equilibrium geometry (ωB97M-V with the def2-TZVPD basis set).

The geometry in XYZ format:
```
60
C30H19Cl5CsN3OP (ωB97M-V with the def2-TZVPD basis set)
Cs 2.019 0.689 0.583
N -1.479 -1.373 -0.947
P -1.133 0.707 0.848
C -2.948 1.058 0.791
C -3.670 0.944 1.977
C -5.049 0.884 1.959
C -5.730 0.934 0.752
C -5.025 1.071 -0.433
C -3.645 1.132 -0.415
C -0.710 1.683 -0.650
C -1.044 3.036 -0.544
C -0.724 3.938 -1.537
C -0.070 3.497 -2.677
C 0.255 2.156 -2.801
C -0.052 1.250 -1.796
C -0.051 -3.354 -0.603
C 0.021 -4.706 -0.261
C 1.144 -5.185 0.379
C 2.196 -4.310 0.602
C 2.069 -3.011 0.148
N 0.974 -2.529 -0.425
H -2.396 -1.088 -1.285
H -3.133 0.891 2.916
H -5.604 0.785 2.884
H -6.810 0.862 0.733
H -5.556 1.122 -1.374
H -3.099 1.240 -1.341
H -1.588 3.363 0.338
H -0.972 4.984 -1.427
H 0.169 4.188 -3.474
H 0.752 1.811 -3.700
H 0.169 0.198 -1.921
H -0.805 -5.362 -0.488
H 1.198 -6.213 0.711
H 3.085 -4.626 1.123
H 2.901 -2.324 0.253
Cl 9.023 4.140 0.309
C 7.363 3.685 0.400
C 7.000 2.345 0.475
Cl 8.226 1.138 0.471
C 5.672 1.986 0.554
Cl 5.235 0.329 0.646
C 4.601 2.929 0.571
O 3.400 2.587 0.661
C 5.035 4.286 0.476
Cl 3.800 5.479 0.464
C 6.360 4.652 0.398
Cl 6.797 6.313 0.300
N -4.588 -5.525 1.099
C -3.786 -4.730 0.878
C -2.809 -3.763 0.551
C -2.491 -3.655 -0.775
C -1.326 -2.812 -1.217
C -1.305 -1.018 0.421
C -1.611 -1.801 1.523
C -2.241 -3.028 1.625
H -3.024 -4.233 -1.516
H -1.210 -2.909 -2.308
H -1.359 -1.325 2.472
H -2.425 -3.412 2.621
```

Output
LUMO energy (eV): 1.86
ΔE to the lowest compared entry with this formula, charge and spin (eV): 3.625
Kohn-Sham gap (eV): 5.08
M (u): 778.646
Net charge: -1

Entry from OMol25: a molecular structure, C30H19IrN6O3S4 (ωB97M-V with the def2-TZVPD basis set).

The geometry in XYZ format:
```
63
C30H19IrN6O3S4 (ωB97M-V with the def2-TZVPD basis set)
Ir -0.350 0.134 0.031
C -1.247 -2.176 3.965
O -1.410 -0.731 4.196
C -1.089 -0.164 3.048
N -0.643 -0.878 2.094
C -0.569 -2.269 2.578
C -1.207 -3.241 1.625
C -2.212 -2.846 0.752
C -2.774 -3.765 -0.125
C -2.348 -5.084 -0.120
C -1.356 -5.486 0.765
C -0.783 -4.566 1.630
C -1.208 1.309 2.916
C -1.407 2.191 3.963
C -1.377 3.551 3.674
C -1.133 3.979 2.375
C -0.956 3.015 1.397
N -1.018 1.714 1.666
C -0.662 3.281 -0.033
N -0.491 2.328 -0.849
C -0.355 2.912 -2.196
C -0.220 4.419 -1.886
O -0.592 4.536 -0.464
C 0.757 2.271 -2.980
C 0.547 1.957 -4.318
C 1.537 1.322 -5.055
C 2.742 0.990 -4.452
C 2.960 1.308 -3.117
C 1.972 1.951 -2.386
H -2.246 -2.610 3.966
H -0.656 -2.565 4.787
H 0.493 -2.516 2.684
H -2.564 -1.819 0.740
H -3.545 -3.443 -0.812
H -2.784 -5.799 -0.804
H -1.019 -6.514 0.774
H 0.011 -4.879 2.297
H -1.568 1.821 4.965
H -1.525 4.275 4.463
H -1.077 5.027 2.120
H -1.288 2.713 -2.727
H -0.914 5.038 -2.446
H 0.796 4.795 -1.992
H -0.406 2.181 -4.783
H 1.362 1.076 -6.093
H 3.511 0.483 -5.020
H 3.899 1.052 -2.646
H 2.142 2.189 -1.342
O 0.641 -3.169 -5.944
C 0.432 -2.682 -4.879
S -0.965 -1.616 -4.548
C -0.583 -1.284 -2.900
C 0.554 -1.913 -2.371
S 1.046 -1.758 -0.784
S 1.456 -2.939 -3.448
S -1.594 -0.238 -2.033
N 1.633 0.767 0.793
C 2.363 0.629 1.679
C 3.093 0.466 2.870
C 4.376 1.025 3.027
N 5.425 1.485 3.155
C 2.485 -0.309 3.889
N 1.910 -0.934 4.669
```

Output
LUMO energy (spin up / spin down) (eV): -3.59 / -6.70
2S+1: 6
ΔE to the lowest compared entry with this formula, charge and spin (eV): 0.000
Kohn-Sham gap (spin up / spin down) (eV): 6.21 / 4.48
M (u): 832.006
Net charge: +1

Entry from OMol25: a molecular structure, C30H20AlBrIN7 in a non-equilibrium geometry (ωB97M-V with the def2-TZVPD basis set).

The geometry in XYZ format:
```
60
C30H20AlBrIN7 (ωB97M-V with the def2-TZVPD basis set)
Al -0.078 0.321 0.642
C 1.368 4.144 -0.019
C 0.267 4.980 0.447
C -0.931 4.357 0.853
C -1.107 2.965 0.814
N 0.018 2.185 0.437
C 1.120 2.809 -0.078
N -2.279 2.455 1.232
C -2.738 1.274 1.061
N -1.964 0.196 0.772
C -2.668 -1.017 0.943
N -2.217 -2.235 0.735
C -0.976 -2.454 0.157
C -0.721 -3.831 -0.167
C 0.446 -4.302 -0.563
C 1.485 -3.349 -0.849
C 1.224 -1.995 -0.597
N 0.073 -1.560 0.009
C -4.064 -0.643 1.216
C -5.302 -1.337 1.128
C -6.487 -0.681 1.232
C -6.498 0.696 1.434
C -5.343 1.437 1.498
C -4.094 0.774 1.269
H 2.298 4.585 -0.397
H 0.215 6.075 0.320
H -1.789 4.918 1.190
H 1.790 2.105 -0.546
H -1.613 -4.425 0.059
H 0.578 -5.368 -0.683
H 2.405 -3.629 -1.396
H 1.962 -1.192 -0.780
H -5.238 -2.432 0.843
H -7.388 -1.269 1.248
H -7.453 1.228 1.549
H -5.331 2.512 1.733
N 2.543 -2.182 6.947
C 2.202 -1.640 5.933
C 1.673 -1.039 4.714
C 0.287 -1.117 4.493
C -0.229 -0.487 3.378
N 0.578 0.076 2.457
C 1.920 0.266 2.710
C 2.493 -0.301 3.838
H -0.405 -1.531 5.201
H -1.290 -0.274 3.268
H 2.438 0.855 1.954
H 3.533 -0.061 4.092
Br 1.535 1.090 -7.314
C 2.936 0.274 -6.357
C 4.243 0.386 -6.769
C 5.196 -0.006 -5.858
C 4.848 -0.349 -4.539
C 3.576 -0.620 -4.193
C 2.566 -0.317 -5.119
I 0.565 -0.621 -4.568
H 4.557 0.720 -7.764
H 6.227 0.174 -6.131
H 5.657 -0.384 -3.808
H 3.382 -1.209 -3.308
```

Output
LUMO energy (eV): -7.39
ΔE to the lowest compared entry with this formula, charge and spin (eV): 0.728
Kohn-Sham gap (eV): 5.28
M (u): 712.329
Net charge: +2

Number 3 is which compound? C30H19Cl5CsN3OP

Which of these has the lowest ΔE to the lowest compared entry with this formula, charge and spin? C30H19IrN6O3S4

Which of these has the highest net charge? C30H20AlBrIN7